1.
Formula: C16H45AlN7O10P2S
Source: the OMol25 dataset
Level of theory: ωB97M-V/def2-TZVPD

Results
- HOMO level (Ha) = -0.1530
- LUMO energy (eV) = 1.64
- total charge = -1
- 2S+1 = 1

Each line ends with the Mulliken charge.
Atoms and positions in Å:
1 N 0.73186 2.20350 -2.03223  -0.87
2 P -0.73181 2.74039 -2.15252  0.86
3 O -1.68310 2.43236 -0.84681  -0.46
4 O -1.57852 1.90238 -3.29880  -0.54
5 Al -0.87610 5.07159 -2.80217  -0.14
6 O -1.78258 5.04194 -4.29668  -0.56
7 C 0.93247 5.82638 -3.02857  -0.40
8 N 1.05096 6.73873 -4.19912  -0.70
9 P -2.26406 6.26362 -1.23452  0.58
10 O -3.68157 5.47342 -1.05179  -0.39
11 O -1.61210 6.16229 0.26015  -0.51
12 S -2.64704 8.13365 -1.67584  -0.54
13 H 0.93080 1.34990 -2.54369  0.18
14 H -1.95234 1.49662 -0.87472  0.39
15 H -2.39689 2.39005 -3.48642  0.30
16 H -1.40000 4.42857 -4.93412  0.28
17 H 1.58797 4.94953 -3.13228  0.28
18 H 1.28856 6.35514 -2.13359  0.25
19 H 1.76034 6.40210 -4.83965  0.24
20 H 0.18613 6.75442 -4.72940  0.28
21 H -3.59962 4.54360 -1.32928  0.24
22 H -2.05723 6.79750 0.83943  0.30
23 C -5.34960 2.55502 -2.63180  0.09
24 O -4.26484 3.10555 -2.58883  -0.50
25 N -6.25886 2.55868 -1.63505  0.18
26 C -7.52438 1.88118 -1.76015  -0.95
27 C -5.94866 3.27257 -0.40366  -1.06
28 H -5.68417 1.98648 -3.51520  0.23
29 H -8.36101 2.57808 -1.66690  0.35
30 H -7.63881 1.10607 -0.99772  0.34
31 H -7.58210 1.40836 -2.74066  0.29
32 H -5.78302 4.33157 -0.59385  0.37
33 H -5.04499 2.87117 0.05825  0.28
34 H -6.78622 3.15333 0.28223  0.38
35 C -1.12231 -1.61542 -1.74489  -0.31
36 O -1.25787 -0.58157 -1.11855  -0.55
37 N -0.34063 -2.64052 -1.35661  0.37
38 C -0.25817 -3.87800 -2.09611  -0.98
39 C 0.43170 -2.49078 -0.13426  -1.20
40 H -1.65281 -1.80405 -2.69556  0.38
41 H -0.60077 -4.71608 -1.48525  0.32
42 H 0.76474 -4.07406 -2.42508  0.36
43 H -0.89526 -3.80702 -2.97884  0.36
44 H -0.23136 -2.29326 0.71040  0.29
45 H 1.11948 -1.64908 -0.22024  0.34
46 H 0.99820 -3.40049 0.04975  0.50
47 C -3.67005 -5.16017 0.56861  0.02
48 O -2.46830 -5.26721 0.41179  -0.53
49 N -4.39731 -4.08355 0.20737  0.20
50 C -5.82677 -4.02271 0.39861  -0.92
51 C -3.70985 -2.95423 -0.39859  -0.81
52 H -4.28114 -5.95807 1.02649  0.24
53 H -6.34894 -3.90087 -0.55329  0.32
54 H -6.10499 -3.19118 1.05009  0.33
55 H -6.16670 -4.94945 0.86035  0.30
56 H -3.18854 -3.26935 -1.30204  0.20
57 H -2.96910 -2.52776 0.27779  0.22
58 H -4.44114 -2.18949 -0.65185  0.45
59 C 3.98500 -3.24048 1.68373  0.03
60 O 3.28209 -3.82234 0.87618  -0.59
61 N 3.63229 -3.04020 2.97283  0.16
62 C 4.49405 -2.33415 3.89439  -0.70
63 C 2.33748 -3.52285 3.41299  -0.84
64 H 4.96525 -2.80805 1.42844  0.37
65 H 4.75190 -2.96293 4.75148  0.35
66 H 4.01353 -1.42570 4.26573  0.35
67 H 5.40778 -2.05834 3.37118  0.05
68 H 2.25990 -4.60414 3.29079  0.29
69 H 1.53328 -3.06746 2.83355  0.16
70 H 2.21065 -3.26734 4.46376  0.39
71 C 8.34489 -2.09738 2.90464  0.14
72 O 7.40276 -1.54109 2.37214  -0.62
73 N 9.07593 -1.55248 3.89983  0.12
74 C 10.19162 -2.24197 4.50440  -0.92
75 C 8.71943 -0.22081 4.35984  -0.91
76 H 8.68581 -3.10479 2.61307  0.29
77 H 10.03072 -2.39657 5.57365  0.34
78 H 11.12140 -1.68406 4.37315  0.34
79 H 10.30711 -3.21624 4.03069  0.29
80 H 7.69786 -0.20100 4.74035  0.25
81 H 8.78229 0.50075 3.54520  0.31
82 H 9.40541 0.06822 5.15383  0.38


2.
Formula: C4H9NO2
Source: the OMol25 dataset
Level of theory: ωB97M-V/def2-TZVPD

Results
- HOMO level (Ha) = -0.3448
- LUMO energy (eV) = -0.63
- 2S+1 = 1
- relative energy (zero: lowest compared OMol25 entry of this formula, charge and spin) (kcal/mol) = 65.2

Each line ends with the natural charge from an NBO analysis.
Atoms and positions in Å:
1 C 2.09504 -1.44005 0.59434  -0.43
2 N 1.01883 -0.86843 -0.20498  -0.46
3 C -0.06811 -0.38591 0.28543  0.18
4 C -1.42041 -0.55929 -0.54554  0.72
5 O -1.27865 -1.58773 -1.22677  -0.70
6 O -2.32635 0.22638 -0.31846  -0.66
7 C -0.88649 2.40225 0.20407  -0.79
8 H 2.38559 -0.75763 1.39262  0.22
9 H 2.95289 -1.66472 -0.03680  0.23
10 H 1.71067 -2.36651 1.02841  0.22
11 H 0.89271 -1.20961 -1.16022  0.44
12 H -0.30626 1.49083 0.03785  0.17
13 H -0.05502 -0.13440 1.34706  0.21
14 H -1.68103 2.21470 0.92833  0.24
15 H -1.35222 2.64758 -0.75079  0.23
16 H -0.18951 3.16715 0.53814  0.19


3.
Formula: C12H43NO9
Source: the OMol25 dataset
Level of theory: ωB97M-V/def2-TZVPD

Results
- HOMO level (spin up / spin down) (Ha) = -0.4090 / -0.4090
- LUMO energy (spin up / spin down) (eV) = -2.82 / -9.12
- total charge = +1
- 2S+1 = 2
- relative energy (zero: lowest compared OMol25 entry of this formula, charge and spin) (kcal/mol) = 94.7

Each line ends with the Mulliken spin population.
Atoms and positions in Å:
1 C 11.34567 -0.66062 -18.66090  0.00
2 C 9.93074 -1.23475 -18.56011  0.01
3 C 8.77937 -0.23441 -18.81757  0.07
4 O 7.53872 -0.91389 -18.48670  0.61
5 C 6.29411 -0.38851 -18.89684  0.04
6 N 9.91565 -2.42474 -19.38186  0.13
7 H 12.11817 -1.42934 -18.68163  0.00
8 H 11.46914 0.08050 -17.87122  0.00
9 H 11.37914 -0.07984 -19.58268  0.00
10 H 9.86390 -1.52259 -17.51092  0.00
11 H 8.66243 0.13198 -19.83746  0.01
12 H 8.65882 0.58789 -18.11230  0.06
13 H 5.47090 -1.01027 -18.54496  0.01
14 H 6.22119 -0.24044 -19.97428  0.02
15 H 6.09430 0.51432 -18.31972  0.04
16 H 10.00342 -2.06870 -20.32294  0.00
17 H 8.91965 -2.58303 -19.43714  -0.01
18 C 2.81133 1.31386 -14.51573  0.00
19 O 4.09908 1.76860 -14.96882  0.00
20 H 2.06875 1.57157 -15.27089  0.00
21 H 2.91451 0.23342 -14.41527  0.00
22 H 2.44094 1.78849 -13.60707  0.00
23 H 3.92206 2.71088 -15.01757  0.00
24 C 3.84276 -2.54037 -20.74711  0.00
25 O 4.00171 -3.21130 -19.51632  0.00
26 H 4.49456 -2.98624 -21.49842  0.00
27 H 2.82665 -2.48015 -21.13695  0.00
28 H 4.35576 -1.58222 -20.66406  0.00
29 H 3.54540 -4.05587 -19.50795  0.00
30 C 2.76062 -1.74610 -16.80149  0.00
31 O 3.26266 -3.07228 -16.88267  0.00
32 H 2.07453 -1.60923 -15.96564  0.00
33 H 3.52103 -1.14851 -16.29872  0.00
34 H 2.36246 -1.23235 -17.67649  0.00
35 H 3.79746 -3.12343 -17.67826  0.00
36 C 6.87412 -5.65103 -19.15827  0.00
37 O 6.68249 -4.27167 -19.64883  0.01
38 H 6.42012 -5.80613 -18.17953  0.00
39 H 6.49582 -6.44581 -19.80118  0.00
40 H 7.93128 -5.91265 -19.20386  0.00
41 H 5.79289 -4.06190 -19.35524  0.00
42 C -0.13833 -2.76330 -18.93030  0.00
43 O -1.41892 -3.39186 -19.19919  0.00
44 H -0.18545 -2.17989 -18.01078  0.00
45 H 0.50689 -3.62675 -18.76832  0.00
46 H 0.30143 -2.21168 -19.76123  0.00
47 H -1.48808 -3.80384 -20.06353  0.00
48 C -0.16894 -4.98390 -16.30607  0.00
49 O 1.00494 -5.72540 -16.51151  0.00
50 H 0.24660 -3.99249 -16.12573  0.00
51 H -0.91852 -5.02846 -17.09616  0.00
52 H -0.56471 -5.22100 -15.31853  0.00
53 H 1.67199 -5.40210 -15.90148  0.00
54 C 2.34934 1.64294 -19.14495  0.00
55 O 1.36715 1.47103 -20.23902  0.00
56 H 3.16537 2.29776 -19.45059  0.00
57 H 1.80394 1.97595 -18.26192  0.00
58 H 2.81203 0.67028 -18.97780  0.00
59 H 1.02824 2.26889 -20.65150  0.00
60 C 2.74287 -4.41797 -13.88186  0.00
61 O 3.29570 -4.96554 -14.97930  0.00
62 H 1.86745 -4.89061 -13.43652  0.00
63 H 3.54997 -4.55946 -13.16307  0.00
64 H 2.39362 -3.39547 -14.02548  0.00
65 H 3.26563 -4.34545 -15.71154  0.00


4.
Formula: C14H19ClN2Pd
Source: the OMol25 dataset
Level of theory: ωB97M-V/def2-TZVPD

Results
- HOMO level (spin up / spin down) (Ha) = -0.1954 / -0.2854
- LUMO energy (spin up / spin down) (eV) = -0.54 / -1.34
- 2S+1 = 3
- relative energy (zero: lowest compared OMol25 entry of this formula, charge and spin) (kcal/mol) = 81.3

Each line ends with the Mulliken spin population.
Atoms and positions in Å:
1 C -2.20441 -0.64369 2.46850  0.48
2 C -1.83662 0.55779 -1.29884  0.31
3 H -2.96138 -1.36594 2.12380  -0.01
4 H -2.70262 0.15023 3.02800  -0.05
5 H -1.47526 -1.18318 3.09253  -0.01
6 H -1.03783 1.09581 -1.81325  0.00
7 H -1.88171 -0.47557 -1.67996  0.00
8 H -2.80288 1.04843 -1.46870  0.00
9 C -0.53910 -2.57414 0.42563  0.00
10 C 0.28617 -3.68685 0.26494  0.01
11 C 1.51355 -3.53285 -0.37708  0.00
12 C 1.87118 -2.26017 -0.81376  -0.01
13 H -1.53904 -2.64554 0.86234  0.01
14 H -0.06089 -4.63857 0.65640  0.00
15 H 2.18044 -4.38112 -0.54343  0.00
16 H 2.80177 -2.10434 -1.35020  0.00
17 N -0.14402 -1.34373 0.08206  -0.03
18 C 1.04316 -1.14719 -0.55480  -0.02
19 C 1.46656 0.21406 -0.97017  0.03
20 N 0.81579 1.27738 -0.46306  -0.01
21 C 1.00531 2.50019 -0.94257  0.00
22 C 2.82708 1.71994 -2.30867  0.00
23 C 2.01907 2.77656 -1.87465  0.01
24 H 0.31968 3.27449 -0.58322  0.00
25 H 2.14441 3.79607 -2.22268  0.00
26 C 2.52139 0.42467 -1.89227  0.01
27 H 3.06051 -0.43597 -2.27904  0.00
28 H 3.67591 1.89092 -2.97633  0.00
29 Pd -1.56766 0.19152 0.68271  0.88
30 C -2.29745 2.12604 0.74295  -0.10
31 H -2.87297 2.42484 -0.14911  0.00
32 H -1.42579 2.78918 0.87011  0.01
33 H -2.91473 2.14891 1.65447  0.01
34 Cl -0.36786 1.59321 3.27892  0.04
35 C -0.00044 0.35732 2.12916  0.54
36 H 0.88519 0.65462 1.57068  -0.08
37 H 0.19545 -0.59331 2.62858  -0.01


| no. | DFT total energy (hartree) |
| --- | --- |
| 1 | -3095.95472 |
| 2 | -362.98166 |
| 3 | -1214.32145 |
| 4 | -1242.19192 |